Record 1
ORCA calculation (ωB97M-V with the def2-TZVPD basis set) on a molecular structure, C34H28CsF6N9O7S5 in a non-equilibrium geometry.

```
90
Properties=species:S:1:pos:R:3:forces:R:3:lowdin_charge:R:1
Cs -0.280 1.586 -0.141 -0.1 -0.2 4.5 1.709
O -2.585 2.158 -0.320 -2.3 0.6 -0.9 -0.407
C -3.248 1.258 0.244 -1.0 0.0 0.4 -0.588
N -3.728 1.395 1.434 0.4 0.7 -0.1 0.162
C -4.335 0.625 2.363 -0.2 -0.3 0.7 -0.295
C -5.709 0.735 2.603 0.0 -0.1 -0.1 -0.071
C -6.317 0.094 3.671 -0.3 -0.1 0.1 -0.159
C -5.559 -0.670 4.540 -0.2 -0.1 0.2 -0.153
C -4.193 -0.793 4.329 0.0 0.0 0.0 -0.048
C -3.559 -0.177 3.256 -0.5 0.1 0.1 -0.236
N -2.251 -0.441 2.949 0.5 -0.4 -0.7 0.129
C -1.248 -0.234 3.751 -0.7 0.3 0.1 -0.503
O -1.238 0.397 4.844 -0.1 -0.3 0.4 -0.074
C 0.033 -0.837 3.230 0.3 -0.4 -0.1 -0.190
C 0.072 -1.509 2.002 0.0 0.0 0.0 -0.030
C 1.242 -2.124 1.612 0.2 -0.1 0.2 -0.090
C 2.351 -2.051 2.445 -0.2 -0.1 0.0 -0.094
C 2.216 -1.355 3.632 0.4 -0.2 -0.1 -0.171
N 1.099 -0.770 4.024 -0.4 0.1 0.2 0.125
C -3.557 0.001 -0.572 -0.2 -0.1 0.0 -0.155
C -4.328 -1.057 -0.073 0.1 0.0 0.1 0.016
C -4.606 -2.142 -0.884 0.0 0.0 0.0 -0.076
C -4.124 -2.151 -2.185 0.0 0.0 0.0 -0.093
C -3.387 -1.051 -2.593 -0.1 -0.4 -0.3 -0.175
N -3.107 -0.017 -1.825 0.3 0.4 0.0 0.134
H -6.311 1.319 1.918 0.1 0.1 0.0 0.097
H -7.389 0.193 3.817 0.0 0.0 0.0 0.075
H -6.021 -1.182 5.378 0.0 0.0 0.0 0.074
H -3.590 -1.396 4.996 0.1 0.0 0.0 0.105
H -0.817 -1.535 1.391 -0.1 0.0 0.0 0.097
H 1.305 -2.669 0.677 -0.1 0.1 -0.1 0.093
H 3.290 -2.509 2.167 0.1 0.0 0.0 0.093
H 3.052 -1.250 4.316 0.1 -0.1 0.0 0.097
H -4.700 -1.018 0.938 0.0 -0.1 0.0 0.100
H -5.199 -2.971 -0.509 0.0 0.1 0.0 0.099
H -4.316 -2.980 -2.857 0.0 0.1 0.0 0.087
H -3.012 -0.999 -3.613 0.1 0.0 -0.1 0.090
N 3.908 -1.313 -1.038 -0.1 -0.5 -0.4 0.091
C 4.170 -0.247 -0.224 1.2 0.6 0.1 -0.692
N 3.414 0.138 0.726 -0.8 -0.3 -0.3 0.132
C 3.981 1.122 1.478 1.0 0.3 -0.2 -0.342
C 5.228 1.497 1.087 -0.1 -0.2 -0.1 -0.368
S 5.728 0.586 -0.298 -0.5 -0.3 0.2 1.000
C 3.259 1.607 2.640 0.4 0.1 1.0 -0.375
C 3.798 1.693 3.889 -0.2 0.1 0.0 -0.389
S 2.569 2.086 5.042 -0.2 0.0 -0.6 0.990
C 1.392 2.089 3.703 0.9 0.3 0.8 -0.698
N 1.927 1.851 2.555 -0.6 0.1 -0.8 0.098
N 0.117 2.416 3.953 -0.9 0.1 0.1 0.098
H 2.946 -1.606 -0.938 0.0 -0.1 0.0 0.057
H 4.185 -1.198 -2.002 -0.1 0.0 0.1 0.074
H 5.863 2.258 1.493 0.0 0.2 0.1 0.068
H 4.809 1.503 4.194 0.2 -0.2 0.0 0.057
H -0.371 1.747 4.616 0.2 0.2 -0.3 0.062
H -0.434 2.438 3.096 0.1 0.0 0.2 0.087
F -1.012 4.274 0.793 0.0 -0.1 -0.2 0.077
C -1.213 5.026 -0.277 0.1 0.7 0.4 -0.667
F -2.512 5.258 -0.421 0.2 -0.5 -0.4 0.155
F -0.653 6.223 -0.007 0.2 0.1 -0.1 0.101
S -0.337 4.471 -1.860 -0.3 1.3 -0.1 0.562
O -0.677 3.150 -2.276 -0.9 -0.1 -0.7 -0.468
O -0.650 5.542 -2.754 -0.1 0.2 0.1 -0.267
N 1.167 4.490 -1.334 -0.4 0.0 0.0 -0.282
S 1.987 3.297 -1.930 2.6 0.6 -0.1 0.535
O 1.870 2.039 -1.251 1.9 0.4 -0.6 -0.645
O 2.075 3.226 -3.356 -0.2 0.1 -0.7 -0.274
C 3.696 3.908 -1.430 0.2 0.3 0.2 -0.648
F 4.661 3.099 -1.895 -0.4 -0.2 -0.2 0.092
F 3.962 5.122 -1.927 -0.3 0.1 -0.2 0.120
F 3.849 3.986 -0.111 -0.3 -0.1 0.1 0.135
C 1.623 -5.897 -4.743 -0.1 0.0 0.0 -0.061
C 1.481 -4.511 -4.187 -0.1 0.0 0.1 -0.284
C 2.400 -3.520 -4.510 -0.1 -0.2 0.0 -0.053
C 2.274 -2.247 -3.986 -0.2 0.3 0.2 -0.093
C 1.223 -1.944 -3.133 0.4 0.2 0.0 -0.357
C 0.301 -2.925 -2.803 -0.1 0.3 0.2 -0.054
C 0.424 -4.194 -3.334 0.2 -0.1 -0.2 -0.033
S 1.124 -0.294 -2.329 0.5 -1.4 -2.7 0.868
C 0.097 0.406 -3.671 0.2 0.0 0.5 -0.178
O 0.262 -0.561 -1.182 -0.3 -2.1 0.2 -0.792
H 2.631 -6.058 -5.121 0.0 -0.1 -0.1 0.069
H 0.919 -6.053 -5.562 0.0 -0.1 0.0 0.079
H 1.417 -6.642 -3.977 0.0 -0.1 0.0 0.076
H 3.225 -3.754 -5.168 0.1 0.0 0.0 0.106
H 2.994 -1.481 -4.232 0.2 0.1 -0.1 0.108
H -0.495 -2.672 -2.116 -0.1 0.0 0.1 0.113
H -0.299 -4.958 -3.082 -0.1 -0.1 0.1 0.113
H -0.720 -0.263 -3.917 -0.1 -0.2 0.1 0.047
H 0.756 0.561 -4.518 0.1 0.0 -0.1 0.063
H -0.283 1.358 -3.322 0.0 0.2 0.0 0.021
```
Forces are in eV/Å.

net charge	-2
HOMO energy	-1.45	eV
Kohn-Sham gap	4.70	eV


Record 2
ORCA calculation (ωB97M-V with the def2-TZVPD basis set) on a molecular structure, C16H24F12O16S4V in a non-equilibrium geometry.

```
73
Properties=species:S:1:pos:R:3:forces:R:3:lowdin_charge:R:1
O 5.193 19.070 -26.787 1.4 -1.2 0.4 -0.194
V 6.117 17.942 -26.195 -3.0 0.9 0.6 1.066
C 3.777 14.846 -28.824 0.3 -0.5 0.6 -0.640
F 3.571 13.568 -29.204 0.1 0.1 0.0 0.102
F 4.280 15.493 -29.886 -0.3 0.2 0.1 0.114
F 2.583 15.337 -28.491 0.2 0.4 -0.3 0.133
S 4.941 14.885 -27.364 0.1 -0.6 1.1 0.514
O 6.082 14.108 -27.786 0.0 0.5 -0.6 -0.292
O 5.172 16.333 -27.211 0.3 0.2 -0.5 -0.368
O 4.204 14.324 -26.278 -0.5 -0.1 -0.4 -0.252
C 2.014 17.919 -24.026 0.7 -0.5 0.5 -0.650
F 1.219 17.878 -22.940 -0.2 0.1 -0.1 0.103
F 1.403 17.267 -25.011 -0.1 0.3 -0.1 0.139
F 2.186 19.202 -24.364 -0.2 0.0 -0.1 0.123
S 3.634 17.092 -23.618 1.1 -0.9 -0.2 0.508
O 4.457 17.504 -24.761 -0.1 0.1 -0.4 -0.357
O 4.087 17.643 -22.358 -0.4 0.6 -0.2 -0.300
O 3.360 15.687 -23.601 -0.6 0.1 0.1 -0.267
C 4.121 23.517 -26.869 0.4 -0.9 -0.6 -0.676
F 3.344 22.531 -26.404 0.0 0.0 0.1 0.116
F 3.326 24.490 -27.311 0.0 0.2 0.2 0.121
F 4.864 23.972 -25.854 -0.1 0.2 0.3 0.107
S 5.241 22.923 -28.239 1.4 2.6 -4.3 0.475
O 5.808 21.647 -27.869 -0.5 0.1 0.8 -0.333
O 4.462 22.991 -29.483 -1.2 -1.5 1.4 -0.365
O 6.201 24.026 -28.436 0.2 -0.6 2.2 -0.381
C 8.894 14.404 -24.968 -0.9 0.8 -0.5 -0.653
F 8.657 14.054 -26.232 0.0 0.1 -0.1 0.127
F 9.108 13.284 -24.288 0.5 0.1 0.3 0.139
F 9.989 15.191 -24.973 0.3 -0.4 0.2 0.101
S 7.460 15.338 -24.226 -0.9 -0.5 0.8 0.524
O 7.170 16.426 -25.191 0.8 0.0 -0.1 -0.379
O 6.428 14.359 -24.154 0.1 -0.2 -0.2 -0.239
O 7.968 15.817 -22.963 0.5 0.2 -0.3 -0.287
C 8.047 18.353 -30.464 -0.4 -0.2 -0.6 -0.143
C 8.672 17.038 -29.996 1.0 0.3 0.6 -0.153
C 7.714 16.528 -28.940 -1.4 -0.4 -0.7 -0.181
O 7.038 17.685 -28.428 1.2 0.6 0.5 -0.238
C 6.897 18.640 -29.488 -0.1 -0.4 -0.3 -0.148
H 7.644 18.229 -31.471 0.1 0.2 0.0 0.106
H 8.768 19.169 -30.478 0.0 0.0 0.0 0.103
H 9.641 17.259 -29.531 -0.1 0.0 0.1 0.098
H 8.929 16.331 -30.784 -0.5 -0.1 -0.1 0.108
H 8.144 15.904 -28.158 0.0 0.4 0.3 0.115
H 6.898 15.933 -29.362 0.4 -0.3 -0.3 0.110
H 6.927 19.678 -29.161 -0.2 -0.2 0.6 0.103
H 5.913 18.461 -29.927 0.0 0.1 -0.2 0.134
C 7.376 20.158 -22.566 0.0 -0.6 1.3 -0.150
C 6.128 20.986 -22.853 0.6 0.4 -0.5 -0.123
C 5.542 20.335 -24.113 -0.8 0.0 0.3 -0.149
O 6.348 19.171 -24.346 0.8 -0.3 -1.1 -0.252
C 7.090 18.797 -23.182 0.5 0.6 0.4 -0.164
H 7.574 20.079 -21.493 -0.1 -0.1 0.0 0.113
H 8.295 20.585 -22.970 -0.2 0.1 -0.4 0.090
H 6.487 21.997 -23.055 -0.5 0.2 0.0 0.107
H 5.420 20.997 -22.028 0.0 -0.1 0.0 0.113
H 5.505 20.984 -24.989 0.6 -0.2 -0.1 0.109
H 4.507 20.017 -23.990 0.1 -0.1 0.3 0.108
H 8.034 18.305 -23.409 -0.2 -0.1 -0.6 0.105
H 6.540 18.098 -22.553 -0.4 0.2 0.0 0.117
C 10.469 19.265 -26.140 0.3 -0.8 0.7 -0.140
C 9.697 20.541 -25.814 0.2 0.0 -0.9 -0.132
C 8.380 20.296 -26.510 -0.7 0.2 0.2 -0.146
O 8.143 18.884 -26.345 0.2 -0.4 0.2 -0.236
C 9.380 18.167 -26.181 0.7 1.1 -0.1 -0.147
H 11.185 19.071 -25.337 0.0 -0.2 0.0 0.108
H 11.055 19.216 -27.058 -0.2 0.7 -0.2 0.107
H 10.216 21.417 -26.201 -0.2 0.1 0.1 0.118
H 9.547 20.636 -24.740 0.1 0.0 0.0 0.099
H 8.367 20.560 -27.570 0.2 -0.1 0.0 0.126
H 7.526 20.807 -26.071 0.1 0.0 0.0 0.111
H 9.538 17.524 -27.045 -0.2 -0.3 0.2 0.114
H 9.400 17.637 -25.234 -0.5 -0.3 -0.2 0.101
```
Forces are in eV/Å.

2S+1	2
net charge	-2
<S²>	0.779
HOMO energy (alpha / beta)	-4.01 / -4.01	eV
Kohn-Sham gap (alpha / beta)	7.94 / 7.94	eV